1.
Density functional theory data (ωB97M-V/def2-TZVPD) for a cluster of 6 separate species, C43H63Br2ClFN3O20PS2 in total in a non-equilibrium geometry.

Structure (XYZ):
```
136
Properties=species:S:1:pos:R:3:forces:R:3:mulliken_charge:R:1
C -6.9037 0.3732 3.1794 -0.11 -0.41 0.84 -0.124
C -6.0664 1.0591 3.7136 0.20 1.34 -1.15 -1.001
C -5.1252 2.1645 4.0892 0.21 -0.57 1.42 0.719
Cl -6.1679 3.5175 4.7060 0.14 1.51 -4.31 -0.129
C -3.8949 2.4941 3.1657 -0.11 0.72 -0.38 0.179
C -4.4276 3.3356 1.9773 -0.73 -0.81 -1.23 -0.537
C -5.0722 2.3904 0.8856 0.68 0.97 -0.55 -0.905
C -4.0505 1.3877 0.2821 -0.89 0.36 0.01 -0.040
F -4.1328 0.1392 0.9437 0.26 0.61 -0.09 -0.314
C -2.5891 3.0148 3.9706 -1.98 -2.20 2.31 2.467
C -2.4176 4.5446 4.1407 0.36 0.39 -0.13 -1.356
C -1.6081 5.3570 3.0782 0.12 0.29 -0.18 -1.175
C -1.2667 4.6672 1.7190 0.31 0.63 -0.82 0.349
C 0.2689 4.6410 1.3825 -0.73 -0.01 0.99 -0.898
S 0.6164 3.6887 -0.1362 0.55 -0.39 -0.15 -0.216
C 0.6820 1.9866 0.3417 -1.26 -2.46 0.98 0.269
N -0.3258 1.1231 0.3592 -0.37 1.88 -0.38 0.064
N 0.0907 -0.0651 0.8158 1.52 -1.00 0.63 -0.494
C 1.3923 0.0345 1.0892 -3.03 0.87 -1.03 0.107
O 1.7596 1.2814 0.7814 2.56 1.12 0.23 -0.250
C -1.4292 2.0166 3.6164 -0.54 1.40 -0.66 -0.241
C 0.0522 2.3824 3.9026 0.12 -1.30 -0.61 -0.820
O 0.8744 1.7112 3.3647 -0.13 0.33 0.32 -0.429
Br 0.7723 3.7766 5.0743 -0.30 -0.01 -0.22 -0.089
C -3.0834 2.5346 5.4579 -0.42 1.39 0.76 -1.933
P -1.8120 2.1700 6.7595 1.12 0.82 -0.79 0.518
C -1.1075 0.4473 6.7191 0.50 -0.08 0.57 -1.130
C -2.3118 2.7224 8.4610 -0.33 -0.04 0.14 -0.998
N -4.3500 1.6871 5.4121 0.35 1.58 -3.00 0.271
S -4.2226 -0.0527 5.2651 0.36 -1.32 1.81 -0.193
Br -5.5583 2.3122 6.8315 2.01 -4.60 2.30 0.500
H -7.6552 -0.3778 2.9480 0.55 0.63 -0.14 0.478
H -3.5556 1.4768 2.8675 -0.58 0.64 -0.45 -0.201
H -3.6749 3.9314 1.4324 -0.11 -0.41 0.63 0.140
H -5.2405 4.0455 2.2468 0.75 -0.40 0.37 0.528
H -6.0172 1.9296 1.2181 0.64 -0.03 -0.13 0.295
H -5.3477 3.0793 0.0508 0.07 -0.50 0.48 0.517
H -4.3068 1.2131 -0.7801 0.30 -0.10 0.55 0.369
H -3.0172 1.7884 0.3590 -0.45 -0.51 -0.04 -0.019
H -3.4332 4.9953 4.2391 0.53 -0.50 -0.21 0.542
H -1.9428 4.7162 5.1350 -0.20 -0.21 -0.68 0.466
H -0.6550 5.7277 3.5177 -0.63 -0.40 -0.13 0.557
H -2.1812 6.2852 2.8568 0.30 -0.64 0.15 0.302
H -1.6968 5.3137 0.9171 0.11 -0.64 0.41 0.577
H -1.7134 3.6709 1.5540 0.37 0.43 0.34 -0.569
H 0.5599 5.6998 1.2117 0.15 -0.78 -0.25 0.503
H 0.8910 4.2803 2.2218 -0.29 0.08 -0.47 0.200
H 2.0208 -0.7738 1.4993 -0.20 0.92 -0.33 0.383
H -1.6768 1.0381 4.0815 0.56 0.63 -0.12 0.490
H -1.4780 1.8151 2.5192 0.50 0.12 0.68 0.358
H -3.5171 3.4936 5.8342 0.42 -0.66 0.05 0.724
H -1.2432 -0.0205 7.7183 -0.20 -0.04 -0.79 0.399
H -1.4412 -0.1969 5.8908 -0.15 0.24 0.64 0.348
H -0.0047 0.5574 6.5999 -0.73 0.10 0.04 0.359
H -1.6961 2.1376 9.1800 -0.52 0.26 -0.44 0.403
H -3.3891 2.6627 8.6996 0.60 -0.24 0.04 0.170
H -1.9986 3.7828 8.5723 -0.17 -0.68 -0.21 0.294
H -3.6877 -0.3390 4.0405 -0.20 1.03 0.17 0.198
C -8.2189 0.9019 12.4473 0.13 0.47 0.04 -1.461
C -8.2561 0.6433 10.9610 -0.23 -0.22 1.08 0.498
C -7.2192 -0.3257 10.4730 -0.04 -0.53 0.13 -0.495
O -7.0424 0.1027 9.1118 0.11 0.57 -0.33 -0.238
C -7.3381 1.4071 9.0783 0.02 -0.30 0.49 0.675
O -7.1137 2.1259 8.1281 -2.19 0.79 2.23 -0.721
O -7.9082 1.8259 10.2117 0.20 0.00 -0.88 -0.313
H -8.5442 0.0222 13.0024 -0.03 -0.01 -0.09 0.393
H -7.2124 1.1704 12.7743 0.01 -0.09 -0.06 0.353
H -8.8670 1.7403 12.7043 -0.10 -0.13 -0.01 0.364
H -9.2628 0.3421 10.6587 0.07 0.04 -0.14 0.281
H -7.5509 -1.3607 10.5166 0.03 0.04 -0.28 0.318
H -6.2606 -0.2362 10.9890 -0.07 0.11 0.02 0.314
C 6.9920 -2.3158 -0.1495 0.11 0.09 0.40 -1.556
C 5.5603 -2.7913 -0.1838 0.85 0.15 -0.17 0.660
C 4.6396 -1.9207 -0.9887 0.01 0.05 -0.54 -0.285
O 3.3729 -2.1670 -0.3627 -0.03 -0.06 0.42 -0.242
C 3.6332 -2.5016 0.9256 0.20 -0.26 0.17 0.709
O 2.7998 -2.5895 1.7791 0.14 0.08 -0.13 -0.644
O 4.9552 -2.7192 1.1200 -0.67 0.01 -0.11 -0.372
H 7.4634 -2.4333 -1.1254 -0.08 -0.05 0.00 0.368
H 7.0497 -1.2655 0.1439 -0.08 -0.01 -0.07 0.381
H 7.5634 -2.8803 0.5886 -0.01 -0.09 -0.12 0.366
H 5.5196 -3.8337 -0.5142 -0.12 0.04 -0.02 0.280
H 4.6130 -2.1952 -2.0381 -0.15 0.05 0.07 0.062
H 4.8645 -0.8540 -0.9039 0.11 -0.06 0.12 0.259
C 0.7028 -5.6060 -3.2437 0.21 -0.33 -0.20 -1.623
C 1.7552 -4.5826 -2.8927 -0.73 -0.46 0.04 0.731
C 1.5789 -3.2569 -3.5755 -0.34 0.28 0.18 -0.298
O 2.9254 -2.7627 -3.6152 0.36 -0.30 0.00 -0.266
C 3.7406 -3.8423 -3.6353 -0.20 -0.18 -0.19 0.796
O 4.9141 -3.7982 -3.8556 -0.01 0.06 0.08 -0.594
O 3.0513 -4.9819 -3.3746 0.39 0.50 -0.02 -0.372
H -0.2637 -5.3299 -2.8218 0.06 0.05 0.03 0.381
H 0.5973 -5.7049 -4.3259 0.00 0.12 0.02 0.348
H 0.9854 -6.5891 -2.8642 -0.06 0.07 0.12 0.415
H 1.8217 -4.4710 -1.8058 0.09 0.08 -0.04 0.156
H 0.9336 -2.5781 -3.0210 0.19 0.12 -0.03 0.406
H 1.2126 -3.3394 -4.5973 -0.02 -0.10 0.09 -0.049
C 6.1444 -6.4627 -5.8220 -0.26 -0.29 0.18 -1.264
C 6.0512 -6.6242 -7.3194 0.23 0.11 0.85 0.518
C 5.5443 -5.4042 -8.0390 0.21 0.31 -0.26 0.052
O 4.9574 -5.9706 -9.2131 -0.10 -0.22 0.15 -0.356
C 4.5640 -7.2345 -8.8873 -0.18 -0.27 -0.08 0.613
O 3.8756 -7.9210 -9.5679 0.05 0.11 0.04 -0.527
O 5.0635 -7.6007 -7.6747 -0.07 0.26 -0.51 -0.381
H 6.9395 -5.7667 -5.5533 -0.02 0.00 -0.05 0.401
H 5.2040 -6.0942 -5.4086 0.05 0.08 -0.06 0.104
H 6.3416 -7.4238 -5.3447 0.14 0.04 -0.07 0.403
H 7.0120 -6.9586 -7.7233 -0.05 0.06 -0.11 0.255
H 6.3389 -4.7070 -8.3017 -0.08 -0.05 -0.18 0.376
H 4.7657 -4.8687 -7.4872 0.06 -0.11 0.15 -0.209
C 4.1109 -1.6678 -7.8317 0.10 0.01 0.42 -1.200
C 2.6720 -2.1241 -7.8637 0.85 0.10 -0.24 0.288
C 1.7606 -1.2440 -8.6725 -0.04 0.06 -0.51 0.199
O 0.4897 -1.4705 -8.0421 0.09 -0.10 0.47 -0.381
C 0.7447 -1.8013 -6.7546 -0.17 0.07 -0.07 0.558
O -0.0809 -1.8764 -5.8967 0.09 0.03 -0.09 -0.560
O 2.0710 -2.0380 -6.5617 -0.55 0.01 -0.07 -0.176
H 4.5814 -1.7946 -8.8069 -0.08 0.02 0.00 0.386
H 4.1834 -0.6178 -7.5433 -0.07 -0.01 -0.10 0.209
H 4.6749 -2.2375 -7.0900 -0.02 -0.08 -0.09 0.278
H 2.6167 -3.1682 -8.1895 -0.11 0.03 0.00 0.322
H 1.7270 -1.5243 -9.7240 -0.22 -0.06 0.08 0.349
H 2.0003 -0.1811 -8.5928 0.06 -0.34 0.03 -0.152
C 3.6738 4.5062 -6.2778 0.39 -0.03 0.02 -1.461
C 3.1933 3.7966 -7.5208 0.14 0.49 0.67 0.525
C 2.2775 2.6327 -7.2534 -0.49 -0.01 0.04 -0.565
O 2.5000 1.8082 -8.4028 0.34 0.36 0.03 -0.297
C 3.7667 2.0699 -8.8354 0.35 0.02 -0.23 0.616
O 4.3411 1.4272 -9.6522 -0.13 -0.06 0.10 -0.519
O 4.2807 3.1576 -8.2046 -0.37 -0.39 -0.22 -0.352
H 2.8568 5.0447 -5.7963 -0.01 -0.01 -0.07 0.372
H 4.0976 3.7992 -5.5616 -0.09 -0.05 -0.04 0.354
H 4.4650 5.2148 -6.5257 -0.13 0.07 -0.04 0.362
H 2.7398 4.5141 -8.2114 -0.05 -0.11 -0.04 0.257
H 1.2309 2.9251 -7.1839 0.00 -0.14 -0.17 0.352
H 2.5488 2.0615 -6.3610 0.10 0.13 0.02 0.286
```
Forces are in eV/Å.

LUMO: -0.1208 Ha
total charge: +1
maximum force: 0.10741 Eh/bohr

2.
Density functional theory data (ωB97M-V/def2-TZVPD) for a structure of composition C43H65BrN2P2ReSi3 in a non-equilibrium geometry.

Structure (XYZ):
```
117
Properties=species:S:1:pos:R:3:forces:R:3:mulliken_charge:R:1
Re -0.0936 -0.2714 0.9336 -0.24 2.08 -0.39 0.466
C -4.1340 -0.4926 3.2471 -0.07 0.09 0.35 -1.048
Si -3.5778 -0.6596 1.4990 0.31 0.04 -0.13 -0.121
C -4.8295 0.0417 0.3416 -0.21 0.14 -0.25 -1.092
C -3.2944 -2.4359 1.0952 0.06 -0.33 -0.05 -0.740
N -1.9860 0.1622 1.2237 -0.25 0.16 0.31 0.722
P -1.6392 1.7957 1.4087 -0.52 0.04 -0.29 1.341
C -0.1020 1.7886 0.5911 -0.06 -1.97 1.32 -1.692
P 1.4947 1.8350 1.2688 0.56 -0.01 -0.56 0.465
N 1.7225 0.1968 1.4716 0.55 0.07 0.10 0.150
Si 3.2466 -0.7483 1.7616 -0.38 0.08 -0.03 -0.125
C 4.5895 0.3200 2.4316 0.23 0.22 0.10 -1.005
C 3.7605 -1.4551 0.1337 0.15 -0.14 -0.26 -0.741
C 2.7789 -2.0394 3.0027 -0.06 -0.21 0.21 -0.634
C 1.7073 2.7586 2.7699 -0.18 0.23 0.10 0.851
C 1.9040 2.1303 3.9955 -0.02 0.03 0.04 -0.146
C 2.0849 2.8985 5.1377 -0.03 -0.02 -0.02 -0.818
C 2.0543 4.2841 5.0560 0.00 0.00 0.00 -0.677
C 1.8282 4.9135 3.8365 -0.01 -0.03 -0.01 -0.949
C 1.6484 4.1545 2.6922 0.06 -0.03 0.03 -0.632
C 2.6859 2.4204 0.0633 0.03 0.03 -0.11 0.809
C 2.5245 1.9760 -1.2538 0.02 0.07 0.03 -0.813
C 3.4495 2.3265 -2.2219 -0.01 0.00 0.01 -0.835
C 4.5408 3.1205 -1.8836 0.01 0.00 -0.01 -0.537
C 4.7063 3.5651 -0.5799 -0.04 -0.02 0.03 -0.785
C 3.7824 3.2158 0.3976 -0.02 -0.06 -0.04 -0.341
C -2.8625 2.7979 0.5839 -0.02 0.06 -0.15 0.599
C -4.0036 3.2777 1.2328 0.01 -0.05 -0.10 -0.492
C -4.9697 3.9604 0.5077 0.05 -0.03 0.03 -0.695
C -4.8038 4.1546 -0.8577 0.02 -0.02 -0.03 -0.585
C -3.6711 3.6750 -1.5068 -0.02 0.02 0.01 -0.766
C -2.6981 2.9991 -0.7883 -0.06 0.08 0.06 -0.686
C -1.6328 2.2524 3.1427 0.12 0.13 0.10 0.815
C -1.7413 3.5982 3.4997 0.06 -0.01 0.02 -0.250
C -1.7167 3.9677 4.8376 0.00 -0.02 -0.05 -0.896
C -1.5866 2.9984 5.8225 0.01 0.00 0.02 -0.636
C -1.4552 1.6601 5.4718 0.01 -0.02 0.00 -1.098
C -1.4651 1.2877 4.1376 -0.05 0.13 0.01 -0.550
H -5.1300 -0.9435 3.3361 0.11 0.04 0.00 0.534
H -4.2161 0.5509 3.5638 -0.02 -0.07 0.02 0.302
H -3.4688 -1.0111 3.9431 -0.08 0.05 0.00 0.321
H -5.5631 -0.7489 0.1399 0.04 0.14 -0.01 0.498
H -4.3975 0.3535 -0.6139 -0.06 -0.04 0.07 0.310
H -5.3643 0.8918 0.7704 0.03 -0.05 -0.07 0.325
H -4.2381 -2.9838 1.2132 0.14 0.07 0.00 0.538
H -2.5510 -2.8923 1.7563 -0.06 0.02 -0.07 -0.066
H -2.9647 -2.5490 0.0593 -0.03 -0.05 0.09 0.051
H 4.9702 1.0193 1.6827 -0.01 -0.04 0.08 0.310
H 5.4185 -0.3440 2.7126 -0.09 0.11 -0.04 0.502
H 4.3008 0.8807 3.3233 0.05 -0.03 -0.04 0.304
H 4.4277 -0.7636 -0.3897 -0.07 -0.04 0.01 0.459
H 2.9004 -1.6472 -0.5092 0.07 -0.01 -0.01 0.043
H 4.3025 -2.3977 0.2746 -0.04 0.11 -0.04 0.308
H 2.7831 -1.6239 4.0153 -0.05 -0.04 -0.06 0.418
H 3.5044 -2.8610 2.9865 -0.08 0.09 0.03 0.402
H 1.7870 -2.4568 2.8082 0.05 -0.03 0.04 -0.094
H 1.9126 1.0482 4.0593 0.01 0.02 -0.01 0.506
H 2.2481 2.4143 6.0926 0.00 0.02 -0.04 0.461
H 2.2037 4.8791 5.9492 0.00 -0.03 -0.05 0.450
H 1.7969 5.9937 3.7784 0.00 -0.02 0.00 0.484
H 1.4776 4.6449 1.7390 0.02 -0.02 0.03 0.574
H 1.6688 1.3643 -1.5178 0.00 0.00 0.00 0.314
H 3.3193 1.9884 -3.2427 0.01 0.01 0.05 0.457
H 5.2642 3.3947 -2.6425 -0.05 -0.01 0.04 0.426
H 5.5541 4.1863 -0.3213 -0.03 -0.02 0.00 0.451
H 3.9257 3.5587 1.4136 -0.01 0.00 0.02 0.469
H -4.1483 3.1119 2.2924 0.03 0.01 0.03 0.399
H -5.8509 4.3424 1.0083 0.04 -0.03 -0.02 0.443
H -5.5620 4.6847 -1.4205 0.03 -0.01 0.02 0.429
H -3.5441 3.8377 -2.5698 -0.01 -0.01 0.05 0.459
H -1.8050 2.6355 -1.2835 0.00 0.00 0.00 0.334
H -1.8424 4.3603 2.7367 -0.04 0.00 -0.01 0.558
H -1.8073 5.0121 5.1093 0.01 -0.04 -0.02 0.490
H -1.5836 3.2873 6.8674 0.00 -0.02 -0.07 0.459
H -1.3455 0.9050 6.2415 -0.01 0.04 -0.05 0.489
H -1.3564 0.2476 3.8715 0.01 -0.11 -0.05 0.622
C -2.1646 -4.8417 -1.6612 -0.11 -0.13 -0.13 -1.731
C -0.8765 -5.6813 -1.7276 -0.03 0.20 -0.16 2.653
C -0.0852 -5.2341 -2.9651 -0.07 -0.04 -0.14 -1.984
C -1.2267 -7.1807 -1.8882 -0.02 -0.12 -0.08 -1.559
Si 0.1354 -5.6061 -0.1678 0.08 0.31 0.10 -2.722
Br 0.1728 -2.5624 0.1449 0.00 -0.86 -0.28 0.624
C -0.6594 -6.0670 1.4631 -0.14 0.15 0.13 2.974
C -2.1938 -6.0842 1.4046 -0.08 -0.06 0.12 -1.815
C -0.1694 -7.5090 1.7438 -0.09 -0.12 0.05 -1.900
C -0.2612 -5.1464 2.6339 0.05 -0.15 0.13 -1.454
C 1.9986 -5.6994 -0.2871 0.17 0.37 0.00 2.899
C 2.6380 -4.7416 -1.3150 0.12 -0.12 -0.03 -1.448
C 2.2705 -7.1545 -0.7334 0.10 -0.13 -0.04 -1.756
C 2.6801 -5.4201 1.0621 0.15 -0.09 -0.03 -1.985
H -2.6615 -4.9213 -2.6342 0.01 0.00 0.08 0.582
H -1.9610 -3.7845 -1.4840 0.05 -0.06 -0.04 0.313
H -2.8660 -5.1924 -0.9070 0.04 0.04 -0.04 0.372
H -0.7464 -5.3234 -3.8333 0.06 0.01 0.04 0.647
H 0.7830 -5.8661 -3.1572 -0.08 0.03 0.00 0.414
H 0.2415 -4.1928 -2.9041 -0.03 -0.08 0.03 0.307
H -1.8057 -7.2876 -2.8115 0.03 -0.02 0.06 0.526
H -1.8372 -7.5741 -1.0743 0.01 0.03 -0.04 0.307
H -0.3390 -7.8151 -1.9879 -0.11 0.08 -0.01 0.360
H -2.5896 -6.7480 0.6366 0.01 0.02 0.04 0.389
H -2.6129 -5.0882 1.2562 0.05 -0.07 0.00 0.092
H -2.5598 -6.4546 2.3684 0.01 0.02 -0.07 0.598
H -0.4920 -8.2201 0.9740 0.03 0.09 0.08 0.391
H -0.6174 -7.8314 2.6894 0.02 -0.01 -0.07 0.527
H 0.9115 -7.5902 1.8516 -0.04 0.03 0.05 0.382
H -0.5821 -4.1152 2.4777 -0.02 -0.07 -0.03 0.072
H 0.8087 -5.1440 2.8382 -0.09 0.02 -0.01 0.297
H -0.7677 -5.5196 3.5314 0.07 0.03 -0.06 0.578
H 2.4055 -5.0033 -2.3432 0.02 0.01 0.05 0.395
H 3.7250 -4.8187 -1.2010 -0.08 0.00 -0.03 0.601
H 2.3704 -3.6973 -1.1557 -0.01 -0.09 0.03 -0.008
H 1.8473 -7.3778 -1.7177 0.08 0.05 0.09 0.374
H 1.9032 -7.9001 -0.0239 0.06 0.05 -0.07 0.335
H 3.3555 -7.2821 -0.8103 -0.07 -0.02 0.00 0.533
H 2.5052 -4.3957 1.4023 -0.01 -0.08 -0.06 0.181
H 3.7600 -5.5425 0.9234 -0.07 0.00 0.03 0.653
H 2.3796 -6.1050 1.8530 0.01 0.00 -0.02 0.416
```
Forces are in eV/Å.

energy relative to the best compared isomer or geometry (same formula, charge and spin): 0.0 kJ/mol
LUMO (spin up / spin down): -0.2342 / -0.2199 Ha
total charge: +2
spin multiplicity: 2
maximum force: 0.04612 Eh/bohr